# 1
Density functional theory data (ωB97M-V/def2-TZVPD) for a cluster of 2 separate species, CH7NS in total.

Last column: Löwdin spin population.
Cartesian coordinates (Å):
S: -2.74 -0.06 1.64  0.0041
H: -3.31 1.09 1.30  0.0001
C: 1.04 0.40 -0.73  0.1263
N: 1.35 -0.97 -0.84  0.7454
H: 0.72 0.69 0.27  0.0311
H: 0.12 0.58 -1.29  0.0006
H: 1.83 1.06 -1.11  0.0603
H: -2.42 -0.04 2.94  0.0001
H: 1.16 -1.43 -1.74  0.0168
H: 2.24 -1.30 -0.45  0.0153

Its total charge is +1. The spin multiplicity is 2. The calculation puts the LUMO energy (spin up / spin down) at -3.934 / -9.217 eV. The HOMO energy (spin up / spin down) comes out at -12.8 / -12.8 eV. As for the energy above the lowest of the compared OMol25 structures with the same formula, charge and spin: 28.3 kcal/mol.

# 2
Density functional theory data (ωB97M-V/def2-TZVPD) for a structure of composition H2KO.

Last column: Löwdin charge in e.
Cartesian coordinates (Å):
O: -0.15 0.31 0.29  -0.1861
H: 0.66 0.86 0.36  0.0794
H: -0.23 -0.11 1.18  0.0837
K: -0.28 -1.06 -1.84  1.0230

Its total charge is +1. The calculation puts the LUMO energy at -4.255 eV. The HOMO energy comes out at -16.9 eV. As for the energy above the lowest of the compared OMol25 structures with the same formula, charge and spin: 1.1 kcal/mol.

# 3
Density functional theory data (ωB97M-V/def2-TZVPD) for a structure of composition C31H17BF4MoN2OS6.

Last column: Löwdin charge in e.
Cartesian coordinates (Å):
Mo: 1.50 -0.08 -0.30  1.3320
S: 1.34 -2.39 5.38  1.0486
C: 0.48 -3.41 6.50  -0.3511
C: -0.84 -3.26 6.39  -0.1711
C: -1.26 -2.25 5.48  -0.0855
C: -0.16 -1.71 4.82  -0.4911
C: -0.15 -0.69 3.72  -0.1619
C: 0.59 -0.86 2.50  -0.0147
N: 0.39 -0.03 1.48  -0.0722
C: -0.55 0.89 1.53  -0.1434
C: -1.41 1.03 2.64  -0.0927
C: -2.35 2.10 2.63  -0.0042
C: -2.53 2.87 1.56  0.0069
C: -1.70 2.78 0.39  -0.0978
C: -1.77 3.59 -0.78  0.0984
C: -1.06 3.28 -1.93  -0.1870
C: -0.18 2.18 -1.81  -0.0522
N: 0.00 1.46 -0.76  -0.0264
C: -0.80 1.72 0.35  -0.1110
C: -1.07 4.08 -3.13  -0.4707
C: 0.08 4.31 -3.90  -0.0901
C: -0.26 4.97 -5.13  -0.1965
C: -1.54 5.28 -5.26  -0.4204
S: -2.46 4.83 -3.90  1.0597
C: -1.12 0.25 3.78  0.0713
H: 1.04 -3.93 7.19  0.0535
H: -1.53 -3.82 6.97  0.1051
H: -2.30 -1.96 5.35  0.1207
H: 1.29 -1.71 2.27  0.1054
H: -2.96 2.12 3.51  0.1346
H: -3.26 3.69 1.62  0.1436
H: -2.36 4.49 -0.79  0.1356
H: 0.43 1.86 -2.69  0.1346
H: 1.12 4.15 -3.64  0.1158
H: 0.50 5.31 -5.85  0.1249
H: -1.94 5.92 -6.09  0.1098
H: -1.80 0.27 4.61  0.1418
O: 7.84 -2.08 -2.11  0.0715
C: 6.73 -1.71 -1.90  -0.8842
S: 5.93 -2.13 -0.32  1.1069
C: 4.43 -1.49 -0.74  -1.0555
C: 4.29 -0.77 -2.02  -1.1025
S: 2.93 -0.02 -2.52  0.8097
S: 5.63 -0.91 -3.04  1.1083
S: 3.15 -1.86 0.30  0.7663
F: 2.83 1.12 0.24  -0.4556
B: 4.17 1.37 2.57  -0.8319
F: 4.53 0.20 2.06  0.2044
F: 4.58 2.50 2.03  0.2803
F: 3.20 1.34 3.48  0.2559
C: 0.50 -1.51 -1.18  -0.2640
C: -0.49 -2.04 -1.65  -0.0202
C: -1.66 -2.68 -2.13  -0.2335
C: -2.99 -2.33 -1.89  -0.0118
C: -4.02 -3.14 -2.36  -0.0462
C: -3.72 -4.26 -3.11  -0.0460
C: -2.44 -4.50 -3.49  -0.0410
C: -1.38 -3.75 -2.99  0.0084
H: -3.20 -1.53 -1.20  0.1135
H: -5.08 -3.00 -2.09  0.1321
H: -4.55 -4.81 -3.47  0.1175
H: -2.26 -5.35 -4.06  0.1013
H: -0.37 -4.01 -3.15  0.1139

Its total charge is +2. The calculation puts the LUMO energy (spin up / spin down) at -8.464 / -8.414 eV. The HOMO energy (spin up / spin down) comes out at -13.1 / -13.1 eV.

# 4
Density functional theory data (ωB97M-V/def2-TZVPD) for a structure of composition C19H13BrN2O3.

Last column: Löwdin charge in e.
Cartesian coordinates (Å):
C: 0.27 -1.54 -5.51  -0.0212
C: 0.20 -1.79 -3.93  -0.1544
C: 0.39 -0.83 -2.96  -0.0321
C: 0.32 -1.13 -1.75  -0.3343
N: 0.26 -0.33 -0.69  0.2710
C: 0.40 -1.16 0.23  -0.3015
C: 0.49 -0.71 1.53  -0.0422
C: 0.63 0.43 2.06  -0.0783
C: 0.52 0.89 3.33  -0.2365
C: 0.24 0.13 4.35  0.0118
C: 0.17 -1.41 4.11  0.0113
C: 0.06 -1.88 2.75  0.1349
H: -0.33 -2.65 2.46  -0.0255
H: -0.12 -1.97 4.90  0.0410
H: 0.09 0.38 5.39  0.1047
N: 0.86 2.36 3.52  0.1617
C: 0.41 3.58 2.81  -0.5252
O: 0.89 4.58 3.12  0.1771
C: -0.38 3.20 1.85  -0.2195
C: -0.30 3.97 0.50  0.2140
C: -1.45 3.28 -0.32  -0.0411
C: -1.67 2.22 0.32  -0.7810
O: -1.17 2.16 1.66  -0.0055
Br: -2.93 0.99 -0.08  0.9000
H: -1.78 3.41 -1.13  -0.0012
H: 0.17 4.86 0.40  0.0606
H: 1.09 2.67 4.43  0.1114
H: 1.09 1.07 1.35  0.1422
O: 0.29 -2.49 -0.13  0.1950
C: 0.23 -2.43 -1.38  -0.2444
C: 0.05 -3.63 -2.18  0.1066
C: -0.07 -3.26 -3.60  0.0483
H: -0.04 -3.98 -4.30  0.0490
H: -0.18 -4.50 -2.01  0.0084
H: 0.46 0.19 -3.52  0.1697
H: 1.13 -2.27 -5.89  0.1370
H: 0.22 -0.62 -5.64  -0.0255
H: -0.52 -1.81 -6.03  0.0140

The calculation puts the LUMO energy at -0.184 eV. The HOMO energy comes out at -8.0 eV. As for the energy above the lowest of the compared OMol25 structures with the same formula, charge and spin: 239.0 kcal/mol.

# 5
Density functional theory data (ωB97M-V/def2-TZVPD) for a structure of composition C22H41Cl3CuN3O4Si.

Last column: Löwdin spin population.
Cartesian coordinates (Å):
C: 2.72 -1.18 -3.98  0.0000
C: 1.97 -0.52 -5.09  0.0000
H: 2.88 -2.24 -4.20  0.0000
H: 2.17 -1.10 -3.03  0.0000
H: 3.70 -0.71 -3.84  0.0000
C: 1.86 -1.02 -6.33  0.0000
C: 2.60 -2.22 -6.81  0.0000
H: 1.21 -0.53 -7.06  0.0000
H: 2.61 -3.03 -6.07  0.0000
H: 3.64 -1.99 -7.06  0.0000
H: 2.12 -2.60 -7.71  0.0000
Cu: -0.82 0.32 3.25  0.6848
Cl: 0.02 2.27 3.75  0.1102
Cl: 0.63 -0.31 1.73  0.1121
H: -3.90 2.02 7.05  0.0000
H: -1.93 1.72 8.85  0.0001
C: -3.71 0.95 6.90  0.0004
C: -1.81 0.71 8.44  0.0006
N: -2.29 0.67 7.07  0.0013
H: -4.05 0.65 5.91  0.0001
C: -1.52 0.41 6.01  0.0031
O: -1.99 0.44 4.84  0.0374
H: -0.76 0.42 8.49  0.0001
H: -0.47 0.17 6.21  -0.0001
H: -4.24 0.40 7.67  0.0000
H: -2.41 0.04 9.06  0.0000
H: 0.30 -4.56 1.73  0.0005
H: -0.52 -2.46 0.17  0.0011
C: -0.67 -4.50 2.23  0.0008
C: -1.47 -2.83 0.59  0.0010
N: -1.29 -3.20 1.99  0.0089
H: -0.52 -4.64 3.30  0.0000
C: -1.58 -2.33 2.94  0.0077
O: -2.04 -1.19 2.78  0.0293
H: -2.23 -2.05 0.53  0.0001
H: -1.34 -2.68 3.98  -0.0001
H: -1.30 -5.29 1.82  0.0001
H: -1.77 -3.73 0.04  0.0001
O: 0.00 0.42 -4.12  0.0000
C: 1.25 0.77 -4.71  0.0000
C: -0.07 1.75 -6.69  0.0000
C: 1.07 1.75 -5.87  0.0000
H: -0.89 1.07 -6.46  0.0000
C: -0.13 2.62 -7.78  0.0000
H: 1.89 1.26 -3.96  0.0000
C: 2.13 2.62 -6.14  0.0000
H: -1.03 2.63 -8.41  0.0000
C: 0.95 3.46 -8.08  0.0000
C: 2.09 3.45 -7.26  0.0000
H: 2.99 2.60 -5.47  0.0000
H: 0.91 4.11 -8.95  0.0000
H: 2.94 4.09 -7.49  0.0000
Si: -0.94 1.09 -2.92  0.0001
Cl: 0.23 -3.04 4.90  -0.0007
C: -2.70 0.65 -3.35  0.0000
C: -0.71 2.94 -3.00  0.0000
C: -0.41 0.34 -1.31  0.0009
H: -2.91 0.85 -4.41  0.0000
H: -3.41 1.23 -2.75  0.0000
H: -2.90 -0.42 -3.18  0.0000
H: -0.54 -0.75 -1.31  0.0002
H: -0.98 0.73 -0.45  -0.0002
H: 0.65 0.53 -1.09  0.0008
H: -0.86 3.33 -4.02  0.0000
H: 0.29 3.24 -2.67  0.0000
H: -1.44 3.43 -2.34  0.0000
C: 2.29 0.95 7.22  0.0000
C: 2.10 -0.33 6.42  0.0000
N: 1.64 -1.38 7.18  0.0000
O: 2.26 -0.40 5.21  -0.0004
H: 2.85 0.77 8.14  0.0000
H: 1.32 1.40 7.51  0.0000
H: 2.83 1.67 6.61  0.0000
H: 1.49 -2.26 6.68  0.0000
H: 1.93 -1.45 8.14  0.0000

Its total charge is -1. The spin multiplicity is 2. The calculation puts the LUMO energy (spin up / spin down) at 2.395 / 2.395 eV. The HOMO energy (spin up / spin down) comes out at -4.7 / -4.7 eV. As for the energy above the lowest of the compared OMol25 structures with the same formula, charge and spin: 0.0 kcal/mol.

These records have energy values of -13466.083; -18399.848; -115852.977; -99066.131; -126230.436 eV, in the order they appear.